No. 1
Density functional theory data (ωB97M-V/def2-TZVPD) for a molecular structure, C2H2FLiO2 in a non-equilibrium geometry.

For the molecular weight, the calculation gives 83.97 g/mol. The HOMO energy comes out at -9.28 eV. For the energy, the calculation gives -335.256451 hartree. Its LUMO energy is -1.8 eV. The frontier orbital gap comes out at 7.53 eV.

Last column: Löwdin charge in e.
CARTESIAN COORDINATES (ANGSTROEM)
F (0.764, 0.913, -3.345)  -0.796
O (0.585, -0.810, -0.238)  -0.226
O (-1.067, 1.666, 0.546)  0.329
C (-0.002, -0.699, 0.924)  -0.380
C (-0.782, 0.631, 0.887)  0.075
Li (0.689, 0.095, -1.845)  0.698
H (0.580, -0.345, 1.857)  0.160
H (-0.767, -1.451, 1.214)  0.141

No. 2
Density functional theory data (ωB97M-V/def2-TZVPD) for a molecular structure, C2H2FLiOPd in a non-equilibrium geometry.

For the molecular weight, the calculation gives 174.40 g/mol. The HOMO energy (spin up / spin down) comes out at -18.06 / -21.02 eV. For the energy, the calculation gives -387.068570 hartree. As for the net charge: +2. Its spin multiplicity is 3. Its LUMO energy (spin up / spin down) is -10.6 / -12.5 eV. The frontier orbital gap (spin up / spin down) comes out at 7.45 / 8.52 eV.

Last column: Löwdin charge in e.
CARTESIAN COORDINATES (ANGSTROEM)
Pd (0.684, 1.035, 1.070)  1.108
F (1.297, -1.488, 0.057)  0.078
O (-0.924, 0.091, -0.529)  -0.107
C (1.560, -0.205, -0.027)  -0.046
C (-0.953, 1.004, 0.327)  -0.221
Li (-1.910, -1.661, -0.689)  0.916
H (-1.971, 1.271, 0.690)  0.140
H (2.217, -0.046, -0.900)  0.132

No. 3
Density functional theory data (ωB97M-V/def2-TZVPD) for a molecular structure, C2H2FLiOY in a non-equilibrium geometry.

For the molecular weight, the calculation gives 156.88 g/mol. The HOMO energy (spin up / spin down) comes out at -15.79 / -17.32 eV. For the energy, the calculation gives -297.553468 hartree. As for the net charge: +2. Its spin multiplicity is 2. Its LUMO energy (spin up / spin down) is -9.0 / -9.5 eV. The frontier orbital gap (spin up / spin down) comes out at 6.77 / 7.85 eV.

Last column: Löwdin charge in e.
CARTESIAN COORDINATES (ANGSTROEM)
Y (2.338, 0.789, 0.227)  1.749
F (1.232, -1.228, -0.138)  -0.153
O (0.114, 1.119, -0.170)  -0.455
C (-0.731, 0.043, -0.207)  -0.343
C (-0.183, -1.165, -0.101)  -0.076
Li (-1.526, 1.587, 1.402)  0.847
H (-0.646, -2.083, 0.245)  0.136
H (-0.596, 0.939, -1.258)  0.294

No. 4
Density functional theory data (ωB97M-V/def2-TZVPD) for C2H2FNO in the gas phase in a non-equilibrium geometry.

For the molecular weight, the calculation gives 75.04 g/mol. The HOMO energy comes out at -11.11 eV. For the energy, the calculation gives -307.055884 hartree. Its SMILES is FO[C@H]1C=N1. Its LUMO energy is 0.2 eV. The frontier orbital gap comes out at 11.29 eV.

Last column: Löwdin charge in e.
CARTESIAN COORDINATES (ANGSTROEM)
F (-2.698, -0.829, 1.340)  -0.061
O (-1.533, 0.045, 1.357)  0.012
N (-0.222, -1.464, 0.036)  0.195
C (0.563, -0.542, 0.364)  -0.035
C (-0.805, -0.135, 0.233)  -0.399
H (1.567, -0.247, 0.541)  0.112
H (-1.098, 0.360, -0.814)  0.175

No. 5
Density functional theory data (ωB97M-V/def2-TZVPD) for 2 unconnected molecules or ions with the total composition C2H2FNO2 in a non-equilibrium geometry.

For the molecular weight, the calculation gives 91.04 g/mol. The HOMO energy comes out at -10.19 eV. For the energy, the calculation gives -382.281888 hartree. Its SMILES is C#CF.O=NO. Its LUMO energy is -0.2 eV. The frontier orbital gap comes out at 9.98 eV.

Last column: Löwdin charge in e.
CARTESIAN COORDINATES (ANGSTROEM)
F (0.828, 2.162, -0.921)  0.155
O (-0.784, -0.769, -1.165)  -0.028
O (0.247, -2.312, 0.155)  0.011
N (-0.824, -1.879, -0.265)  -0.051
C (0.620, 0.906, 1.203)  0.087
C (0.696, 1.547, 0.160)  -0.268
H (0.798, 0.688, 2.225)  0.025
H (-1.581, -0.344, -1.393)  0.068

No. 6
Density functional theory data (ωB97M-V/def2-TZVPD) for C2H2FNO2S in the gas phase in a non-equilibrium geometry.

For the molecular weight, the calculation gives 123.11 g/mol. The HOMO energy comes out at -8.77 eV. For the energy, the calculation gives -780.567681 hartree. Its SMILES is C=C=NS(=O)(=O)F. Its LUMO energy is -0.2 eV. The frontier orbital gap comes out at 8.54 eV.

Last column: Löwdin charge in e.
CARTESIAN COORDINATES (ANGSTROEM)
S (-0.963, 1.308, -1.220)  0.677
F (-0.500, 2.705, -0.563)  -0.155
O (-2.330, 1.232, -0.972)  -0.196
O (-0.301, 1.170, -2.408)  -0.193
N (-0.027, 0.110, -0.124)  0.032
C (1.103, -1.593, 1.447)  -0.010
C (0.389, -0.719, 0.677)  -0.187
H (1.986, -1.987, 1.054)  0.026
H (0.642, -2.225, 2.108)  0.006

Repeat the second record exactly.
Density functional theory data (ωB97M-V/def2-TZVPD) for a molecular structure, C2H2FLiOPd in a non-equilibrium geometry.

For the molecular weight, the calculation gives 174.40 g/mol. The HOMO energy (spin up / spin down) comes out at -18.06 / -21.02 eV. For the energy, the calculation gives -387.068570 hartree. As for the net charge: +2. Its spin multiplicity is 3. Its LUMO energy (spin up / spin down) is -10.6 / -12.5 eV. The frontier orbital gap (spin up / spin down) comes out at 7.45 / 8.52 eV.

Last column: Löwdin charge in e.
CARTESIAN COORDINATES (ANGSTROEM)
Pd (0.684, 1.035, 1.070)  1.108
F (1.297, -1.488, 0.057)  0.078
O (-0.924, 0.091, -0.529)  -0.107
C (1.560, -0.205, -0.027)  -0.046
C (-0.953, 1.004, 0.327)  -0.221
Li (-1.910, -1.661, -0.689)  0.916
H (-1.971, 1.271, 0.690)  0.140
H (2.217, -0.046, -0.900)  0.132

- The highest molecular weight belongs to which entry?
  C2H2FLiOPd

- Which of these has the lowest energy?
  C2H2FNO2S

- Which of these has the highest energy?
  C2H2FLiOY